Entry 1:
C3H7N3OS | wB97M-V/def2-TZVPD

Its frontier orbital gap is 0.3699 Eh. The structure (SMILES) is [H]/N=C(/C)NSC(N)=O. For the LUMO energy, the calculation gives 0.47 eV. The calculation puts the relative energy (zero: lowest compared OMol25 entry of this formula, charge and spin) at 5.8 kcal per mole. As for the HOMO energy: -9.6 eV. Its charge is 0.

Each line ends with the natural charge from an NBO analysis.
Positions of all 15 atoms, in Å:
C 0.768 1.103 1.782  -0.690
C -0.592 0.465 1.734  0.445
C 0.717 -0.680 -1.565  0.516
H 1.553 0.440 1.351  0.230
H 1.038 1.302 2.814  0.246
H 0.798 2.031 1.224  0.238
H -2.182 -0.091 2.614  0.324
H -1.978 -0.333 0.426  0.400
H 1.495 -2.483 -1.031  0.412
H 0.319 -1.815 0.116  0.417
N -1.278 0.336 2.794  -0.672
N -1.005 -0.008 0.474  -0.818
N 0.919 -1.708 -0.693  -0.846
O 1.262 -0.529 -2.626  -0.595
S -0.434 0.594 -1.015  0.391

=====

Entry 2:
C33H34ClN5O3V | wB97M-V/def2-TZVPD

As for the multiplicity: 3. Its frontier orbital gap (spin up / spin down) is 0.2653 / 0.2738 Eh. For the LUMO energy (spin up / spin down), the calculation gives -3.72 / -3.72 eV. The calculation puts the relative energy (zero: lowest compared OMol25 entry of this formula, charge and spin) at 20.2 kcal per mole. As for the HOMO energy (spin up / spin down): -10.9 / -11.2 eV. Its charge is +1.

Each line ends with the Mulliken spin population.
Positions of all 77 atoms, in Å:
V -0.059 -0.643 -1.068  2.067
C 3.699 -1.196 0.879  0.002
N 2.381 -0.595 1.067  0.013
C 1.966 -0.721 2.459  0.010
C 2.425 0.817 0.676  0.004
C 2.581 0.958 -0.813  -0.020
C 3.650 1.663 -1.348  -0.014
C 3.794 1.794 -2.723  0.023
C 2.873 1.199 -3.568  -0.016
C 1.819 0.463 -3.032  0.055
C 1.646 0.339 -1.655  -0.134
H 4.465 -0.694 1.487  0.001
H 3.997 -1.124 -0.168  -0.001
H 3.679 -2.248 1.172  0.001
H 2.656 -0.210 3.145  0.000
H 1.927 -1.773 2.745  0.001
H 0.973 -0.288 2.588  -0.003
H 3.236 1.346 1.199  0.002
H 1.488 1.272 1.002  -0.003
H 4.376 2.118 -0.683  0.000
H 4.625 2.357 -3.128  0.001
H 2.972 1.297 -4.642  -0.001
H 1.107 0.007 -3.713  0.004
N -1.299 4.572 -0.936  -0.001
C -1.371 3.416 -0.233  -0.001
C -0.706 2.259 -0.692  0.037
N -0.792 1.119 -0.030  -0.131
C -1.499 1.100 1.115  0.037
C -2.111 2.250 1.564  -0.004
N -2.063 3.402 0.901  0.009
H -1.002 4.555 -1.895  0.000
H -1.890 5.330 -0.639  0.000
H -0.136 2.269 -1.612  -0.009
H -1.567 0.163 1.645  0.008
H -2.673 2.245 2.490  0.000
C -2.441 -2.901 1.289  -0.003
C -0.988 -2.835 0.952  -0.002
O -0.518 -1.772 0.517  0.025
C -0.117 -3.998 1.128  0.012
C -0.638 -5.250 1.468  0.002
C 0.204 -6.343 1.570  -0.001
C 1.567 -6.187 1.348  0.003
C 2.094 -4.942 1.026  -0.001
C 1.256 -3.849 0.911  -0.001
H -2.909 -1.936 1.108  -0.001
H -2.567 -3.188 2.334  0.001
H -2.934 -3.665 0.685  0.001
H -1.698 -5.376 1.646  0.000
H -0.197 -7.313 1.826  0.000
H 2.223 -7.044 1.430  0.000
H 3.158 -4.831 0.863  0.000
H 1.644 -2.866 0.674  0.011
O -2.084 1.467 -3.236  -0.001
C -2.298 0.549 -2.482  0.005
O -1.430 -0.451 -2.302  -0.002
C -3.525 0.473 -1.633  0.012
C -4.249 1.640 -1.413  -0.001
C -5.354 1.624 -0.576  0.000
C -5.753 0.437 0.024  0.000
C -5.047 -0.736 -0.213  0.001
C -3.928 -0.715 -1.031  -0.002
H -3.932 2.551 -1.905  0.000
H -5.909 2.535 -0.397  0.000
H -6.623 0.423 0.668  0.000
H -5.378 -1.664 0.236  0.000
H -3.370 -1.623 -1.226  0.003
Cl 3.890 -4.512 -2.420  0.000
C 2.236 -4.054 -2.564  -0.005
C 1.315 -4.880 -3.184  0.008
C -0.002 -4.456 -3.251  -0.005
C -0.349 -3.240 -2.693  0.030
N 0.548 -2.453 -2.089  -0.044
C 1.822 -2.844 -2.036  0.019
H 1.626 -5.827 -3.604  0.000
H -0.755 -5.060 -3.737  0.000
H -1.361 -2.858 -2.740  -0.003
H 2.524 -2.171 -1.558  0.006

=====

Entry 3:
C5H11NO | wB97M-V/def2-TZVPD

Its frontier orbital gap is 0.3508 Eh. The structure (SMILES) is CCNCCC=O. For the LUMO energy, the calculation gives 1.01 eV. The calculation puts the relative energy (zero: lowest compared OMol25 entry of this formula, charge and spin) at 60.7 kcal per mole. As for the HOMO energy: -8.5 eV. Its charge is 0.

Each line ends with the natural charge from an NBO analysis.
Positions of all 18 atoms, in Å:
C 0.697 -0.103 1.278  -0.217
N 0.666 -0.751 -0.014  -0.656
C -0.286 -1.480 -0.825  -0.216
C -1.570 -0.620 -0.940  -0.530
C -0.941 0.796 -0.982  0.465
O -1.512 1.766 -0.603  -0.548
C 1.272 1.298 1.230  -0.627
H -0.279 -0.011 1.726  0.200
H 1.180 -0.747 2.001  0.177
H 1.525 -0.633 -0.546  0.373
H -0.481 -2.475 -0.407  0.184
H 0.040 -1.801 -1.778  0.213
H -2.230 -0.617 -1.804  0.232
H -2.168 -0.560 -0.055  0.215
H -0.204 0.852 -1.811  0.090
H 1.960 1.467 0.399  0.203
H 0.493 2.028 1.029  0.228
H 1.839 1.591 2.103  0.216

=====

Entry 4:
C5H11NO | wB97M-V/def2-TZVPD

Its frontier orbital gap is 0.3407 Eh. For the LUMO energy, the calculation gives 0.91 eV. The calculation puts the relative energy (zero: lowest compared OMol25 entry of this formula, charge and spin) at 143.4 kcal per mole. As for the HOMO energy: -8.4 eV. Its charge is 0.

Each line ends with the natural charge from an NBO analysis.
Positions of all 18 atoms, in Å:
C -1.695 -0.417 0.312  -0.155
C 1.930 2.586 1.470  -0.389
C 1.459 0.212 0.873  -0.696
C -2.099 -2.133 -1.554  -0.413
C 1.543 1.724 0.506  -0.181
N -1.467 -0.976 -0.751  -0.069
O -0.382 -0.528 -1.558  -0.620
H -2.563 -0.786 0.844  0.151
H 1.972 3.645 1.380  0.198
H 2.408 2.094 2.312  0.184
H 0.272 0.069 -1.197  0.499
H 2.058 -0.370 0.128  0.201
H 1.955 0.020 1.886  0.211
H 0.374 -0.096 0.854  0.249
H -2.754 -2.673 -0.946  0.211
H -1.273 -2.651 -1.890  0.219
H -2.601 -1.729 -2.395  0.213
H 0.865 2.010 -0.272  0.186

=====

Entry 5:
C5H15NO | wB97M-V/def2-TZVPD

Its frontier orbital gap is 0.3745 Eh. The structure (SMILES) is CCCNCC.O. For the LUMO energy, the calculation gives 0.99 eV. The calculation puts the relative energy (zero: lowest compared OMol25 entry of this formula, charge and spin) at 27.1 kcal per mole. As for the HOMO energy: -9.2 eV. Its charge is 0.

Each line ends with the natural charge from an NBO analysis.
Positions of all 22 atoms, in Å:
C -1.160 -0.823 1.466  -0.414
C -2.486 -0.316 0.848  -0.623
C 0.043 0.095 1.319  -0.219
N 0.349 0.374 -0.116  -0.659
C 1.445 1.281 -0.274  -0.212
C 1.625 1.729 -1.740  -0.609
H -1.275 -0.853 2.551  0.205
H -1.033 -1.815 1.040  0.220
H -2.364 -0.211 -0.225  0.199
H -2.997 0.520 1.328  0.210
H -3.162 -1.176 0.980  0.219
H 0.896 -0.356 1.830  0.189
H -0.158 0.988 1.960  0.166
H -0.600 0.545 -0.415  0.381
H 1.564 2.111 0.450  0.169
H 2.388 0.767 -0.031  0.184
H 2.139 2.705 -1.714  0.207
H 2.301 1.061 -2.264  0.214
H 0.692 1.861 -2.272  0.210
H 0.395 -1.395 -0.666  0.489
H 0.858 -2.765 -1.230  0.458
O 0.180 -2.107 -1.336  -0.981

=====

Entry 6:
C4H8N2S | wB97M-V/def2-TZVPD

Its frontier orbital gap is 0.3490 Eh. The structure (SMILES) is N/N=C\SC1CC1. For the LUMO energy, the calculation gives 0.93 eV. The calculation puts the relative energy (zero: lowest compared OMol25 entry of this formula, charge and spin) at 68.6 kcal per mole. As for the HOMO energy: -8.6 eV. Its charge is 0.

Each line ends with the natural charge from an NBO analysis.
Positions of all 15 atoms, in Å:
C -0.486 -1.075 1.631  -0.152
C 0.490 -0.023 -0.802  -0.358
C 1.753 0.580 -1.358  -0.420
C 1.057 1.276 -0.251  -0.427
H -2.169 -1.284 -0.153  0.350
H -3.252 -0.237 0.548  0.363
H -0.009 -1.299 2.605  0.202
H -0.442 -0.004 -1.416  0.238
H 2.694 0.030 -1.162  0.223
H 1.701 1.034 -2.324  0.223
H 1.394 1.270 0.845  0.230
H 0.593 2.256 -0.532  0.222
N -2.226 -0.421 0.409  -0.661
N -1.666 -0.600 1.656  -0.229
S 0.566 -1.502 0.303  0.198

=====

Entry 7:
C6H9NO | wB97M-V/def2-TZVPD

Its frontier orbital gap is 0.3491 Eh. The structure (SMILES) is C1=C[C@H]2N[C@H]2CCO1. For the LUMO energy, the calculation gives 0.85 eV. The calculation puts the relative energy (zero: lowest compared OMol25 entry of this formula, charge and spin) at 80.7 kcal per mole. As for the HOMO energy: -8.7 eV. Its charge is 0.

Each line ends with the natural charge from an NBO analysis.
Positions of all 17 atoms, in Å:
C -0.575 -1.301 -0.608  -0.083
C 0.893 -1.374 -0.403  -0.456
C 1.323 -0.338 0.594  -0.082
C 0.626 0.985 0.955  -0.075
C -0.431 1.716 0.013  -0.348
C -1.208 1.055 -0.874  0.164
H -1.055 -1.354 0.386  0.205
H -0.956 -2.128 -1.320  0.198
H 1.379 -1.300 -1.360  0.221
H 1.147 -2.431 -0.028  0.221
H 2.437 -0.498 0.965  0.193
H 0.961 -0.029 2.633  0.361
H 1.415 1.753 1.363  0.195
H -0.742 2.737 0.069  0.227
H -1.855 1.651 -1.636  0.190
N 0.393 -0.134 1.699  -0.610
O -1.156 -0.240 -1.379  -0.521

=====

Entry 8:
C3H3N2 | wB97M-V/def2-TZVPD

Its frontier orbital gap is 0.3278 Eh. For the LUMO energy, the calculation gives -7.99 eV. The calculation puts the relative energy (zero: lowest compared OMol25 entry of this formula, charge and spin) at 72.3 kcal per mole. As for the HOMO energy: -16.9 eV. Its charge is +1.

Each line ends with the natural charge from an NBO analysis.
Positions of all 8 atoms, in Å:
C -2.133 -0.038 0.004  0.210
C 1.495 0.704 0.016  0.163
C -0.235 -1.017 -0.020  0.369
N -3.144 0.450 -0.059  -0.274
N 0.662 -0.221 0.010  -0.299
H 1.906 1.073 -0.917  0.268
H 1.850 1.121 0.951  0.269
H -0.401 -2.072 0.014  0.294

=====

Entry 9:
C4H5Cl3OSi | wB97M-V/def2-TZVPD

Its frontier orbital gap (spin up / spin down) is 0.2811 / 0.2153 Eh. For the LUMO energy (spin up / spin down), the calculation gives -0.48 / -1.55 eV. As for the HOMO energy (spin up / spin down): -8.1 / -7.4 eV. Its charge is 0.

Each line ends with the natural charge from an NBO analysis.
Positions of all 14 atoms, in Å:
C -0.534 -0.465 -1.956  -0.333
C -0.760 0.278 -0.847  -0.239
C -1.459 -0.177 0.251  0.671
C -0.224 1.678 -0.663  -0.613
O -2.398 -0.313 0.927  -0.411
Si 1.166 -1.235 1.992  0.964
Cl 2.671 0.130 1.710  -0.396
Cl 1.835 -3.021 1.274  -0.381
Cl 0.851 -1.411 3.990  -0.374
H 0.046 -0.062 -2.765  0.209
H -0.911 -1.465 -2.052  0.207
H -1.042 2.375 -0.487  0.224
H 0.453 1.714 0.186  0.239
H 0.308 1.975 -1.560  0.232

=====

Entry 10:
C31H32CdO2P2S | wB97M-V/def2-TZVPD

Its frontier orbital gap is 0.3058 Eh. For the LUMO energy, the calculation gives -5.86 eV. The calculation puts the relative energy (zero: lowest compared OMol25 entry of this formula, charge and spin) at 0.0 kcal per mole. As for the HOMO energy: -14.2 eV. Its charge is +2.

Each line ends with the natural charge from an NBO analysis.
Positions of all 69 atoms, in Å:
Cd -0.740 -0.351 -0.620  1.432
C 0.606 2.163 1.023  -0.714
C 1.877 1.566 0.397  -0.732
P 1.691 -0.248 0.136  0.723
C 2.902 -0.724 -1.114  -0.302
C 2.558 -1.751 -1.994  -0.220
C 3.476 -2.199 -2.930  -0.194
C 4.734 -1.618 -2.996  -0.164
C 5.074 -0.585 -2.132  -0.175
C 4.163 -0.134 -1.192  -0.226
C 2.162 -1.031 1.700  -0.300
C 1.235 -1.829 2.366  -0.214
C 1.578 -2.442 3.561  -0.208
C 2.845 -2.258 4.092  -0.150
C 3.776 -1.472 3.424  -0.185
C 3.441 -0.859 2.229  -0.216
P -0.798 2.188 -0.182  0.757
C -0.392 3.521 -1.329  -0.316
C -0.037 4.787 -0.862  -0.229
C 0.293 5.779 -1.769  -0.179
C 0.269 5.517 -3.134  -0.159
C -0.092 4.262 -3.600  -0.199
C -0.421 3.261 -2.699  -0.200
C -2.228 2.665 0.822  -0.412
C -2.976 3.806 0.545  -0.135
C -4.087 4.104 1.321  -0.201
C -4.459 3.267 2.361  -0.169
C -3.720 2.122 2.633  -0.184
C -2.614 1.813 1.861  -0.218
H 0.792 3.179 1.370  0.265
H 0.292 1.576 1.893  0.245
H 2.730 1.751 1.050  0.266
H 2.085 2.032 -0.570  0.258
H 1.573 -2.203 -1.939  0.205
H 3.213 -2.999 -3.610  0.234
H 5.452 -1.967 -3.726  0.240
H 6.052 -0.127 -2.193  0.238
H 4.434 0.683 -0.534  0.218
H 0.247 -1.974 1.940  0.186
H 0.862 -3.069 4.077  0.231
H 3.109 -2.729 5.029  0.239
H 4.768 -1.342 3.837  0.240
H 4.175 -0.260 1.705  0.222
H -0.030 5.003 0.200  0.225
H 0.569 6.762 -1.411  0.239
H 0.534 6.296 -3.836  0.241
H -0.121 4.063 -4.663  0.239
H -0.706 2.278 -3.054  0.211
H -2.695 4.455 -0.272  0.223
H -4.661 4.996 1.106  0.240
H -5.328 3.501 2.960  0.240
H -4.009 1.470 3.447  0.233
H -2.035 0.921 2.082  0.198
O -3.664 0.358 -1.752  -0.419
C -3.232 -0.015 -0.785  0.443
O -1.475 -2.290 -1.265  -1.086
S -1.268 -3.585 -0.462  1.200
C -1.857 -4.941 -1.504  -0.571
C -2.358 -5.943 -0.476  -0.421
C -3.291 -5.168 0.467  -0.416
C -2.721 -3.751 0.646  -0.584
H -1.051 -5.311 -2.134  0.262
H -2.659 -4.529 -2.118  0.250
H -1.513 -6.357 0.079  0.224
H -2.866 -6.774 -0.961  0.262
H -3.374 -5.677 1.424  0.245
H -4.287 -5.110 0.031  0.234
H -2.385 -3.560 1.665  0.244
H -3.413 -2.968 0.340  0.250

=====

Entry 11:
C3H5ClO | wB97M-V/def2-TZVPD

Its frontier orbital gap is 0.3868 Eh. The structure (SMILES) is CO/C=C\Cl. For the LUMO energy, the calculation gives 0.94 eV. The calculation puts the relative energy (zero: lowest compared OMol25 entry of this formula, charge and spin) at 36.5 kcal per mole. As for the HOMO energy: -9.6 eV. Its charge is 0.

Each line ends with the natural charge from an NBO analysis.
Positions of all 10 atoms, in Å:
C 1.224 -0.885 0.096  -0.254
C -0.292 0.945 -0.337  0.101
C -1.584 0.759 -0.027  -0.297
H 1.068 -2.014 -0.041  0.190
H 2.302 -0.677 0.013  0.177
H 0.876 -0.635 1.119  0.178
H 0.282 1.874 -0.151  0.199
H -2.083 1.597 0.501  0.232
O 0.487 -0.178 -0.884  -0.553
Cl -2.280 -0.787 -0.289  0.028

=====

Entry 12:
C3H5N4 | wB97M-V/def2-TZVPD

Its frontier orbital gap is 0.1775 Eh. For the LUMO energy, the calculation gives -7.38 eV. The calculation puts the relative energy (zero: lowest compared OMol25 entry of this formula, charge and spin) at 176.9 kcal per mole. As for the HOMO energy: -12.2 eV. Its charge is +1.

Each line ends with the natural charge from an NBO analysis.
Positions of all 12 atoms, in Å:
C 2.595 1.089 0.789  -0.050
C -1.913 -0.274 0.118  0.305
C -2.498 -1.452 0.011  -0.227
N 2.118 0.706 -0.203  0.011
N -0.495 1.625 0.273  -0.150
N 1.678 0.398 -1.237  -0.507
N -1.317 0.733 0.350  0.033
H 2.278 1.766 1.590  0.231
H -3.496 -1.740 0.292  0.289
H -1.797 -2.113 -0.574  0.293
H -0.709 2.570 0.568  0.403
H 2.012 0.873 -2.040  0.370

=====

| no. | F_max (hartree/bohr) |
| --- | --- |
| 1 | 0.0173 |
| 2 | 0.0095 |
| 3 | 0.0724 |
| 4 | 0.0629 |
| 5 | 0.0645 |
| 6 | 0.0472 |
| 7 | 0.1165 |
| 8 | 0.1576 |
| 9 | 0.0427 |
| 10 | 0.0142 |
| 11 | 0.0554 |
| 12 | 0.1171 |